Molecular formula: HI2PS
Method: DFT, wB97M-V/def2-TZVPD

Summary:
Energy relative to the best compared isomer or geometry (same formula, charge and spin) = 36.94 kJ/mol
LUMO level = -1.397 eV
E_HOMO = -9.40 eV
Net charge = 0
Largest force on an atom = 3.3 eV/Å

Bonds (Å) are listed after each position.
Atoms and positions in Å:
1 S 1.76 -0.34 0.76  P2 2.603, H5 1.405
2 P -0.80 0.14 0.94  S1 2.603, I3 2.466, I4 2.462
3 I -1.62 -1.63 -0.57  P2 2.466
4 I -0.87 2.13 -0.50  P2 2.462
5 H 1.53 -0.30 -0.63  S1 1.405

In elementary charge units, the Mulliken charges are: -0.2882 0.0173 0.0516 0.0554 0.1640